Here is a structure of composition C34H51BrMgN2P2 in a non-equilibrium geometry from OMol25. Energies are from wB97M-V/def2-TZVPD.

* Kohn-Sham gap (alpha / beta): 4.68 / 5.70 eV
* E: -4891.74214 hartree
* spin multiplicity: 1
* F_max: 0.0492 Eh/bohr
* relative energy (zero: lowest compared OMol25 entry of this formula, charge and spin): 0.0 kcal per mole
* HOMO level (alpha / beta): -10.28 / -10.83 eV
* LUMO energy (alpha / beta): -5.60 / -5.14 eV
* net charge: +2

Last column: Löwdin charge in e.
Atoms and positions in Å:
C (-1.13412, 6.29784, -3.50673)  -0.007
C (-1.53915, 4.97948, -3.79145)  -0.241
C (-1.58162, 4.56393, -5.12936)  -0.027
C (-1.24241, 5.47543, -6.13100)  -0.126
N (-0.87244, 6.72067, -5.85396)  0.061
C (-0.82151, 7.13065, -4.58859)  -0.126
C (-1.71548, 3.93713, -2.79689)  -0.100
C (-1.06772, 3.19692, -1.98756)  -0.110
C (-0.39297, 2.19380, -1.22972)  -0.273
C (0.79676, 2.49798, -0.56247)  -0.022
C (1.57643, 1.49761, -0.01128)  -0.106
C (1.26709, 0.11884, -0.18516)  -0.434
C (0.05874, -0.17637, -0.86292)  -0.235
C (-0.81413, 0.82298, -1.30239)  -0.123
Mg (-2.90753, 2.21044, -2.11079)  0.815
P (2.60442, -1.08103, 0.10496)  1.001
H (-1.75043, 3.51529, -5.37462)  0.111
H (-0.96053, 6.65277, -2.49007)  0.114
H (-1.26807, 5.16073, -7.17885)  0.116
H (-0.50227, 8.16722, -4.43152)  0.117
H (-1.84535, 0.53329, -1.71362)  0.012
H (1.09739, 3.54679, -0.50273)  0.133
H (-0.24180, -1.21085, -1.00384)  0.056
H (2.48815, 1.78052, 0.50794)  0.089
C (2.43632, -2.41342, 1.31545)  -0.323
C (3.20822, -3.72376, 1.03666)  -0.113
H (1.35583, -2.60739, 1.41055)  0.068
H (2.77330, -1.97955, 2.27308)  0.084
H (3.44400, -4.21386, 1.99247)  0.089
H (2.59765, -4.42825, 0.45461)  0.086
H (4.15806, -3.56793, 0.50147)  0.066
C (2.90573, -1.83609, -1.50895)  -0.310
C (3.37990, -0.85035, -2.57681)  -0.104
H (1.96102, -2.31250, -1.80202)  0.084
H (3.62926, -2.64091, -1.35935)  0.085
H (3.22571, -1.28446, -3.57489)  0.091
H (2.83544, 0.10775, -2.54060)  0.079
H (4.45670, -0.63453, -2.46852)  0.083
C (4.03926, -0.11154, 0.61645)  -0.338
C (5.35065, -0.87686, 0.79903)  -0.108
H (3.75505, 0.37048, 1.56795)  0.094
H (4.18446, 0.70103, -0.11070)  0.101
H (6.13767, -0.16852, 1.09235)  0.092
H (5.27691, -1.63660, 1.58735)  0.074
H (5.67107, -1.36322, -0.13204)  0.083
Br (-0.79807, -0.39869, 1.71334)  0.977
P (-2.67849, -3.08019, -2.33553)  0.988
C (-0.93254, -3.39576, -1.83075)  -0.456
C (-0.40089, -4.77326, -2.22594)  -0.160
H (-0.87964, -3.26523, -0.73842)  0.054
H (-0.32423, -2.62710, -2.32654)  0.042
H (0.68596, -4.73208, -2.36488)  0.058
H (-0.60016, -5.51544, -1.44638)  0.073
H (-0.85015, -5.13030, -3.15741)  0.066
C (-3.55659, -2.81591, -0.75247)  -0.434
C (-4.74520, -3.78124, -0.62928)  -0.172
H (-3.89170, -1.77221, -0.72795)  0.061
H (-2.85006, -2.96582, 0.07476)  0.056
H (-5.07868, -3.87407, 0.41108)  0.069
H (-5.59488, -3.43176, -1.23004)  0.074
H (-4.47968, -4.78050, -0.99257)  0.060
C (-2.65860, -1.49282, -3.21713)  -0.469
C (-3.09377, -1.72083, -4.66805)  -0.167
H (-1.64146, -1.08243, -3.16476)  0.052
H (-3.35093, -0.81452, -2.69537)  0.027
H (-3.38371, -0.77317, -5.13318)  0.065
H (-2.27150, -2.14313, -5.25653)  0.075
H (-3.93706, -2.42212, -4.72739)  0.065
C (0.02322, -0.60792, 5.79526)  0.026
N (0.91911, 0.56873, 5.60530)  -0.196
C (2.31364, 0.25765, 5.99685)  0.015
C (0.80660, 1.14679, 4.19560)  -0.088
C (-0.61859, 1.55563, 3.95092)  -0.264
C (-1.23464, 2.45306, 4.84566)  -0.041
C (-2.60601, 2.68417, 4.77201)  -0.046
C (-3.36888, 2.14184, 3.72465)  -0.028
C (-2.72788, 1.34463, 2.76423)  -0.113
C (-1.39786, 0.99422, 2.92037)  -0.510
H (0.31828, -1.39127, 5.07738)  0.118
H (-1.01962, -0.30457, 5.62742)  0.114
H (0.14841, -0.96325, 6.83050)  0.120
H (0.57901, 1.31110, 6.24019)  0.173
H (2.68988, -0.53680, 5.35029)  0.110
H (2.91112, 1.15975, 5.88438)  0.112
H (2.31119, -0.06714, 7.03974)  0.117
H (1.47670, 2.01564, 4.18597)  0.146
H (1.17969, 0.38863, 3.50061)  0.096
H (-0.61036, 2.97679, 5.58891)  0.130
H (-3.08854, 3.29404, 5.54861)  0.126
H (-4.43284, 2.34607, 3.62993)  0.123
H (-3.27328, 0.95914, 1.90572)  0.100